(1)
Entry from OMol25: a 2-piece molecular cluster, C6H13NO2 overall at a distorted geometry (the ωB97M-V functional and the def2-TZVPD basis).

Geometry as XYZ:
```
22
Properties=species:S:1:pos:R:3:forces:R:3
C -1.70531 -1.53027 -0.23850 1.10 -1.52 0.75
C -1.58386 -0.32734 0.67665 -2.45 2.44 -2.32
O -2.29193 -0.24635 1.67905 1.33 -0.08 0.02
C -1.65278 1.11700 -0.27410 0.19 -1.04 1.91
O -1.34188 1.08696 -1.65258 0.42 -0.50 -0.21
H -0.77556 -2.08875 -0.09017 -0.26 -0.30 -0.34
H -2.52530 -2.16713 0.09208 -0.01 0.11 0.20
H -1.84118 -1.38927 -1.30915 0.12 0.56 -0.01
H -2.69883 1.41163 -0.13564 0.14 -0.01 0.13
H -0.99772 1.85294 0.19767 -0.12 -0.01 -0.11
H -2.02990 0.60054 -2.11789 -0.03 0.09 0.08
C 0.69628 -0.23281 1.28266 -2.64 -0.34 0.40
C 1.44326 0.17823 0.18514 2.26 -1.51 -0.72
C 2.83978 0.66823 0.46687 -0.47 1.26 -0.16
N 1.27859 -0.28648 -1.08744 -0.33 1.19 0.95
H 0.36779 0.40849 2.09398 1.01 0.95 -0.10
H 1.06701 -1.10249 1.81362 -0.56 -1.03 -0.84
H 3.48439 -0.21423 0.51108 -0.17 0.00 -0.12
H 3.20465 1.35546 -0.29727 0.34 0.11 0.10
H 2.83718 1.09953 1.46915 0.19 0.20 -0.26
H 1.88313 0.09451 -1.80168 0.49 -0.10 0.25
H 0.34221 -0.28840 -1.46354 -0.55 -0.47 0.41
```
Forces are in eV/Å.

Computed properties:
**Lowest unoccupied orbital energy**: -0.30 eV
**Multiplicity**: 1
**Maximum force**: 4.2 eV Å⁻¹
**SMILES string**: CC(=O)CO.C=C(C)N
**ΔE to the lowest compared entry with this formula, charge and spin**: 5.368 eV
**Orbital gap**: 6.75 eV

Atom charges from the natural (NBO) analysis, given in e for atoms 1 to 4: atom 1 (C): -0.75, atom 2 (C): 0.56, atom 3 (O): -0.65, atom 4 (C): -0.17

(2)
Entry from OMol25: C10H24F30Li2N5O32S10 as an isolated structure at a distorted geometry (the ωB97M-V functional and the def2-TZVPD basis).

Geometry as XYZ:
```
113
Properties=species:S:1:pos:R:3:forces:R:3
Li -3.39551 -2.20486 -2.99747 1.44 -0.41 0.42
Li 0.86016 -1.43723 -0.88899 0.10 0.99 0.80
C 2.12872 -4.75348 -0.84462 0.97 0.96 -4.15
F 2.24791 -3.80075 0.02020 0.00 0.82 0.97
F 3.31799 -4.99254 -1.44707 -0.59 0.35 0.56
F 1.74006 -5.84603 -0.31663 -1.09 -2.02 1.43
S 0.87447 -4.27079 -2.28489 -0.32 -0.17 0.06
O 1.12583 -5.12927 -3.44786 0.29 1.53 2.06
O -0.44207 -4.47083 -1.71528 0.73 0.36 0.68
N 1.16889 -2.53803 -2.40394 -1.03 -3.86 -0.26
S 1.95954 -2.52364 -3.77941 1.68 1.27 -3.20
O 3.27681 -3.15456 -3.62112 -1.86 0.71 -0.82
O 1.06014 -2.83133 -4.92819 1.96 0.77 1.94
C 2.38809 -0.63177 -3.98212 -0.69 -1.38 1.93
F 1.26967 0.11020 -3.91178 0.38 -0.16 0.26
F 3.27061 -0.29065 -3.03373 -0.86 0.06 -0.50
F 2.92308 -0.46664 -5.14334 0.64 0.14 -1.45
C 6.10345 0.22449 2.01840 0.60 -0.32 -2.34
F 4.97232 0.49892 1.29888 1.52 0.23 1.38
F 6.53577 1.23097 2.77898 -1.18 -0.54 -0.04
F 5.81502 -0.87592 2.75751 0.54 1.02 -0.26
S 7.65414 -0.08746 0.74301 0.85 -0.66 -0.70
O 8.85407 0.34339 1.45653 -1.60 -0.14 -0.31
O 7.56650 -1.52602 0.40631 0.09 2.46 0.85
N 7.50022 0.98694 -0.61314 -0.74 -2.45 2.07
S 6.83671 0.04813 -1.74107 -3.31 -1.30 -0.41
O 7.78408 -0.67146 -2.51645 1.19 -0.53 -0.80
O 5.63896 -0.75864 -1.31637 1.89 2.21 -0.82
C 6.13414 1.29927 -3.02653 -0.27 -1.36 2.51
F 5.13040 1.87906 -2.35888 -0.45 0.38 -0.72
F 7.00421 2.19876 -3.37376 1.01 1.10 -0.42
F 5.70793 0.68984 -4.12563 -0.22 -0.09 0.17
C -6.43132 -3.46268 -3.51441 -0.60 -0.63 0.26
F -7.68085 -4.08879 -3.52731 2.29 1.39 -0.11
F -5.50957 -4.48956 -3.31851 -1.22 1.80 -1.02
F -6.24955 -2.78941 -4.69810 -0.07 -1.71 1.93
S -6.30052 -2.24742 -1.97051 1.46 -2.42 2.24
O -7.62369 -1.72497 -1.85195 0.40 0.98 -0.93
O -5.90483 -3.07156 -0.80604 -0.03 1.38 -3.18
N -4.89904 -1.21448 -2.46807 -3.28 -1.84 0.91
S -5.56124 0.16635 -2.92062 -0.30 2.65 0.29
O -6.34094 0.01481 -4.11929 -0.02 0.12 -0.04
O -6.12484 0.95490 -1.82933 1.12 -1.14 -1.49
C -4.00219 1.11234 -3.57266 0.80 -1.04 0.93
F -2.92637 1.14016 -2.72753 -1.05 -0.45 -0.61
F -3.60009 0.58462 -4.75182 -0.21 0.13 0.72
F -4.34406 2.35307 -3.74173 -0.62 0.93 -0.47
C 2.53679 3.40586 3.50196 1.54 -0.39 -2.80
F 1.47122 3.65485 4.14477 -0.95 0.61 1.48
F 3.57353 4.21732 3.85360 -0.93 -0.64 0.10
F 2.89080 2.12486 3.71394 0.29 0.21 0.13
S 2.25707 3.60597 1.57631 2.01 -0.15 -1.23
O 3.60063 3.48848 0.95151 -2.55 0.45 1.54
O 1.28182 2.55712 1.18255 1.53 2.34 0.81
N 1.83299 5.31635 1.51512 0.08 -3.07 0.67
S 0.24507 5.27320 1.57644 -2.34 -0.25 -1.76
O -0.28441 5.10790 0.18598 0.26 1.13 2.30
O -0.35045 4.37528 2.55573 0.26 1.61 -0.59
C -0.18098 7.16328 2.15589 -0.79 -2.94 -2.87
F -1.43151 7.51568 1.75026 0.37 -0.44 0.62
F -0.04896 7.26119 3.42015 -0.20 0.23 2.45
F 0.63162 7.97971 1.56867 1.41 1.35 -0.88
C -5.16038 1.22714 5.25697 1.46 -1.50 -0.20
F -4.90274 2.51132 5.13699 -0.64 -0.01 -0.65
F -5.37823 1.02447 6.55564 -0.24 -0.37 0.54
F -6.23982 0.80139 4.58586 -0.01 0.82 0.01
S -3.67399 0.06984 4.73564 -0.56 0.28 0.84
O -2.53497 0.60089 5.45148 -0.77 -0.49 -0.69
O -4.06787 -1.26083 5.17398 -0.44 1.05 -1.40
N -3.69100 0.31311 2.99227 -2.04 -2.42 4.04
S -2.61955 1.38508 2.80448 3.27 4.34 -0.88
O -2.71341 2.51118 3.72805 -0.09 -0.58 -1.56
O -1.28665 0.83308 2.61232 -1.11 0.61 -0.54
C -3.23597 2.10173 1.12392 0.66 -0.19 1.17
F -4.39964 2.73700 1.24604 -0.09 0.34 0.37
F -2.30825 2.98815 0.71639 -0.56 -0.62 -0.18
F -3.44233 1.14526 0.23174 0.59 -0.02 -0.45
O -1.55747 -1.23935 -2.33130 -0.88 -0.51 -0.37
H -0.66661 -1.39691 -2.64402 0.42 -0.34 -0.31
H -1.55851 -0.32063 -2.06261 -0.07 0.32 0.40
O 1.91448 3.54466 -3.04116 0.53 0.13 -0.73
H 1.21184 3.16290 -2.51505 -0.48 0.11 0.53
H 2.69445 3.04590 -2.79802 0.29 -0.07 0.09
O 0.37558 -0.96819 4.55819 0.48 -0.13 0.74
H -0.33828 -1.17393 3.95462 -0.61 -0.01 -0.22
H 1.16970 -1.06534 4.03266 -0.09 0.12 -0.20
O 2.51754 -1.14893 2.63759 -0.09 -0.46 -0.33
H 3.00779 -0.51680 3.16323 0.20 0.55 0.01
H 2.86261 -2.00120 2.90367 0.34 -0.25 0.17
O 0.44918 0.47183 -0.96206 -0.34 -0.65 -0.56
H 0.82231 0.75792 -0.12830 0.20 0.27 0.53
H 0.15232 1.27927 -1.38177 -0.24 0.70 -0.12
O 2.69950 -0.79070 -0.31634 -0.46 -0.45 0.10
H 3.60277 -0.59467 -0.56513 0.65 0.06 -0.47
H 2.75834 -1.07675 0.59523 0.16 0.21 0.58
O -2.94751 -4.01591 -2.22235 -1.06 0.43 -0.40
H -2.12272 -4.19249 -1.76983 0.94 0.18 0.05
H -3.41501 -4.85098 -2.20375 -0.33 0.00 -0.07
O 0.40650 -4.13999 2.91418 -0.10 0.07 0.23
H 0.22182 -5.02051 2.58738 -0.07 -0.22 -0.16
H 1.31509 -3.97593 2.66162 0.20 -0.02 -0.08
O -1.95441 -1.71786 2.93510 1.18 -1.31 -0.28
H -2.47285 -2.46893 2.64639 -0.13 -0.24 0.14
H -2.54154 -0.96846 2.83557 -0.55 0.43 -0.42
O 0.16687 -1.67818 0.91402 0.74 -0.45 -0.92
H 0.86377 -1.87128 1.54113 0.00 0.17 0.34
H -0.60805 -1.52738 1.45531 -0.90 0.25 0.56
O -3.73418 -1.52738 0.09573 0.48 0.07 0.66
H -3.30656 -2.38199 0.04067 0.08 -0.24 -0.03
H -4.07311 -1.37138 -0.78576 -0.08 0.19 -0.02
O -0.33547 3.12507 -1.59230 -0.20 -1.00 -0.91
H -0.49410 3.61434 -0.78502 0.20 0.59 0.92
H -0.96972 3.47880 -2.21586 -0.15 0.07 -0.16
```
Forces are in eV/Å.

Computed properties:
**Lowest unoccupied orbital energy**: 4.26 eV
**Multiplicity**: 1
**Maximum force**: 5.5 eV Å⁻¹
**Net charge**: -3
**Orbital gap**: 7.72 eV

Atom charges from the Mulliken analysis, given in e for atoms 1 to 4: atom 1 (Li): 0.65, atom 2 (Li): 0.68, atom 3 (C): 0.54, atom 4 (F): -0.18

(3)
Entry from OMol25: C8H22BO4S2Sn as an isolated structure at a distorted geometry (the ωB97M-V functional and the def2-TZVPD basis).

Geometry as XYZ:
```
38
Properties=species:S:1:pos:R:3:forces:R:3
Sn -1.18760 -0.42272 -0.94823 -0.82 1.41 2.34
B -3.37722 -0.29010 1.28459 0.98 -0.85 -0.58
H -3.14853 -1.39250 1.46292 0.38 -1.92 0.25
H -3.70672 -0.14237 0.18758 -0.66 0.31 -2.53
H -4.15572 0.10679 2.01187 -1.34 0.84 0.98
H -2.42644 0.34091 1.45025 2.24 1.22 0.12
C 3.54480 0.77865 -1.17894 0.44 -0.37 0.37
S 2.32569 1.65624 -2.18989 -0.47 -1.00 1.04
O 1.20881 0.62988 -2.19020 -1.21 -0.23 0.15
C 1.87036 3.02645 -1.05729 0.45 -0.45 -0.61
H 4.56430 1.12145 -1.35026 -0.09 0.22 0.05
H 3.50140 -0.28150 -1.43134 -0.11 0.17 -0.73
H 3.31137 0.74104 -0.11356 -0.17 0.68 0.00
H 0.80599 3.12971 -0.84997 -0.11 -0.47 -0.42
H 2.20735 3.84580 -1.69128 0.15 0.53 0.80
H 2.37802 2.86260 -0.10999 0.24 0.46 -0.12
C -3.92960 2.94711 0.43968 0.06 -0.08 -0.55
S -2.44385 3.43180 -0.51766 0.09 -0.90 -0.20
O -1.43488 2.28808 -0.33070 -0.15 -0.48 -0.55
C -3.10010 3.27608 -2.19733 -0.80 -0.04 0.52
H -4.74908 3.66477 0.39379 0.49 0.57 0.07
H -3.52764 2.82403 1.44315 -0.24 -0.03 0.05
H -4.38977 2.02507 0.08475 0.60 -0.27 -0.01
H -3.78104 4.12791 -2.24806 -0.17 -0.11 -0.29
H -3.66239 2.34263 -2.24310 -0.11 0.04 -0.01
H -2.41799 3.30938 -3.04359 0.52 0.22 0.49
O -0.04414 -2.46873 0.85018 -0.52 0.50 -0.16
C 0.99681 -3.03369 1.09621 1.13 1.87 -1.24
O 2.03094 -2.39541 1.65658 -0.62 0.30 1.22
C 3.19012 -3.26173 1.77185 -0.50 -0.07 -0.33
C 2.65220 -4.63981 1.48473 -0.53 -0.81 -0.68
C 1.43869 -4.33874 0.59277 0.18 -1.23 1.07
H 3.62833 -3.26794 2.76701 0.06 0.81 -0.11
H 3.81027 -2.85965 0.97087 0.69 -0.43 0.36
H 2.25972 -5.17131 2.35160 0.43 0.26 0.34
H 3.39927 -5.27405 1.01012 -0.08 -0.03 0.00
H 0.57759 -4.96776 0.82000 0.29 -0.63 -0.89
H 1.78066 -4.26837 -0.43916 -0.70 -0.01 -0.20
```
Forces are in eV/Å.

Computed properties:
**Lowest unoccupied orbital energy**: -5.06 eV
**Multiplicity**: 1
**Maximum force**: 2.9 eV Å⁻¹
**Net charge**: +1
**ΔE to the lowest compared entry with this formula, charge and spin**: 0.768 eV
**Orbital gap**: 7.27 eV

Atom charges from the natural (NBO) analysis, given in e for atoms 1 to 4: atom 1 (Sn): 1.65, atom 2 (B): -0.82, atom 3 (H): 0.00, atom 4 (H): -0.06